# 1
Formula: C8H15NP
Source: the OMol25 dataset
Level of theory: ωB97M-V/def2-TZVPD

Geometry as XYZ:
```
25
Properties=species:S:1:pos:R:3
C -2.92 -0.87 -0.72
C -2.07 -1.92 -0.75
C -2.58 0.24 0.08
C -0.99 -1.91 0.29
C -0.79 -0.43 0.60
C 2.16 0.24 1.02
C 2.34 1.44 -0.94
C 0.18 0.17 -0.43
N 1.40 0.97 0.11
P -3.17 1.76 0.59
H -3.85 -0.93 -1.33
H -2.16 -2.79 -1.31
H -1.13 -2.39 1.21
H -0.11 -2.32 -0.09
H -0.64 -0.07 1.56
H 2.82 -0.45 0.57
H 2.96 0.91 1.57
H 1.51 -0.07 1.89
H 1.95 2.26 -1.47
H 3.36 1.53 -0.42
H 2.63 0.67 -1.78
H -0.40 0.88 -1.16
H 0.50 -0.61 -1.09
H 1.03 1.68 0.66
H -2.02 2.00 1.37
```

Spin multiplicity: 1
Net charge: +1
DFT total energy (eV): -19307.1389
Relative energy (zero: lowest compared OMol25 entry of this formula, charge and spin) (eV): 3.005
HOMO level (eV): -11.67

=====

# 2
Formula: C8H15O2P
Source: the OMol25 dataset
Level of theory: ωB97M-V/def2-TZVPD

Geometry as XYZ:
```
26
Properties=species:S:1:pos:R:3
C -1.78 -0.51 0.01
C -0.50 -1.12 0.08
C -2.04 0.75 0.50
C -0.28 -2.58 -0.07
C -3.40 1.33 0.39
C -1.02 1.67 1.04
C 3.17 -0.16 1.35
C 3.02 0.32 -0.14
O 1.22 0.28 -2.02
O 0.51 -0.53 0.26
P 1.34 0.88 -0.68
H -2.64 -1.10 -0.31
H 0.63 -2.64 -0.72
H -1.11 -3.12 -0.45
H -0.06 -2.88 0.95
H -4.24 0.73 0.23
H -3.44 2.23 -0.39
H -3.60 1.67 1.34
H -0.83 2.45 0.37
H -0.23 0.96 1.38
H -1.47 2.19 1.98
H 2.16 -0.45 1.69
H 3.70 -1.13 1.36
H 3.46 0.65 2.08
H 3.45 -0.35 -1.00
H 3.67 1.12 -0.24
```

Spin multiplicity: 1
Net charge: 0
DFT total energy (eV): -21920.3237
Relative energy (zero: lowest compared OMol25 entry of this formula, charge and spin) (eV): 3.869
HOMO level (eV): -7.29

=====

# 3
Formula: C8H16
Source: the OMol25 dataset
Level of theory: ωB97M-V/def2-TZVPD

Geometry as XYZ:
```
24
Properties=species:S:1:pos:R:3
C -3.75 -4.10 -1.41
C -2.96 -5.05 -1.83
C -3.37 -6.02 -2.95
C -1.60 -5.18 -1.25
H -3.41 -3.40 -0.64
H -4.73 -3.91 -1.87
H -2.87 -5.69 -3.88
H -4.46 -5.96 -3.11
H -3.10 -7.07 -2.77
H -0.76 -5.31 -1.96
H -1.58 -6.02 -0.53
H -1.45 -4.24 -0.70
C -4.28 -0.74 3.30
C -4.42 -0.44 4.59
C -5.30 -1.26 5.51
C -3.69 0.80 5.21
H -3.63 -0.11 2.68
H -4.69 -1.65 2.86
H -5.79 -2.12 5.01
H -6.08 -0.59 5.91
H -4.70 -1.65 6.36
H -4.37 1.46 5.76
H -3.22 1.38 4.40
H -2.91 0.44 5.89
```

Spin multiplicity: 1
Net charge: 0
Structure (SMILES): C=C(C)C.C=C(C)C
DFT total energy (eV): -8554.1718
Relative energy (zero: lowest compared OMol25 entry of this formula, charge and spin) (eV): 0.939
HOMO level (eV): -9.32

=====

# 4
Formula: C8H16BCl8F4
Source: the OMol25 dataset
Level of theory: ωB97M-V/def2-TZVPD

Geometry as XYZ:
```
37
Properties=species:S:1:pos:R:3
B 1.27 -1.91 -1.05
F 2.62 -1.83 -0.81
F 0.63 -0.68 -0.83
F 1.22 -2.38 -2.35
F 0.65 -2.82 -0.17
Cl 2.54 -3.69 1.90
C 2.51 -2.14 2.81
C 1.56 -1.11 2.09
Cl 1.40 0.38 3.01
H 3.52 -1.73 2.89
H 2.15 -2.36 3.81
H 0.59 -1.53 1.82
H 2.01 -0.79 1.16
Cl -3.03 0.08 0.50
C -1.96 1.39 1.12
C -1.83 1.53 2.64
Cl -3.27 2.29 3.37
H -2.05 2.37 0.65
H -0.95 1.11 0.81
H -0.98 2.17 2.83
H -1.67 0.56 3.13
Cl -1.84 -0.51 -4.69
C -1.75 -0.45 -2.89
C -2.12 -1.78 -2.30
Cl -3.84 -2.09 -2.58
H -2.40 0.36 -2.55
H -0.72 -0.20 -2.61
H -2.02 -1.85 -1.22
H -1.52 -2.56 -2.77
Cl 0.53 4.16 -2.23
C 0.75 2.50 -1.59
C 1.63 2.32 -0.44
Cl 1.11 3.25 1.01
H 1.16 1.88 -2.39
H -0.24 2.08 -1.41
H 2.63 2.69 -0.65
H 1.70 1.32 -0.03
```

Spin multiplicity: 1
Net charge: -1
DFT total energy (eV): -120291.5693
Relative energy (zero: lowest compared OMol25 entry of this formula, charge and spin) (eV): 0.000
HOMO level (eV): -7.81

=====

# 5
Formula: C8H16BN2OS2
Source: the OMol25 dataset
Level of theory: ωB97M-V/def2-TZVPD

Geometry as XYZ:
```
30
Properties=species:S:1:pos:R:3
C 1.16 0.17 -0.70
C 0.09 0.87 0.18
S -0.35 2.49 -0.50
C 0.11 3.69 0.78
B 1.70 4.10 0.80
O 2.60 2.95 0.56
N 1.97 5.29 -0.24
C 2.45 5.01 -1.28
S 2.77 4.78 -2.85
H 1.65 0.96 -1.27
H 0.63 -0.45 -1.40
H 1.86 -0.40 -0.11
H -0.78 0.22 0.22
H 0.46 1.02 1.19
H -0.47 4.58 0.56
H -0.19 3.38 1.78
H 1.91 4.57 1.93
H 2.82 2.56 1.40
C -2.45 -4.62 -0.96
C -2.11 -4.23 0.47
C -1.36 -2.90 0.56
C -0.09 -2.97 -0.16
N 0.90 -3.04 -0.72
H -1.55 -4.77 -1.55
H -3.02 -5.55 -0.98
H -3.06 -3.85 -1.44
H -1.52 -5.02 0.93
H -3.03 -4.14 1.05
H -1.15 -2.64 1.60
H -1.95 -2.09 0.14
```

Spin multiplicity: 1
Net charge: -1
DFT total energy (eV): -35932.7201
Relative energy (zero: lowest compared OMol25 entry of this formula, charge and spin) (eV): 0.000
HOMO level (eV): -3.96

=====

# 6
Formula: C8H16Br8
Source: the OMol25 dataset
Level of theory: ωB97M-V/def2-TZVPD

Geometry as XYZ:
```
32
Properties=species:S:1:pos:R:3
Br -2.94 7.38 2.81
C -2.61 5.87 4.06
C -2.90 6.40 5.44
Br -2.63 4.94 6.76
H -1.56 5.62 3.95
H -3.29 5.07 3.81
H -3.93 6.71 5.60
H -2.23 7.21 5.72
Br -5.30 -3.79 4.43
C -4.79 -3.11 2.64
C -4.98 -4.18 1.61
Br -4.32 -3.56 -0.13
H -3.70 -3.00 2.70
H -5.26 -2.15 2.48
H -5.99 -4.52 1.39
H -4.40 -5.08 1.83
Br -3.32 -0.54 6.45
C -2.97 0.06 4.63
C -2.79 1.56 4.62
Br -2.65 2.33 2.80
H -3.81 -0.30 4.04
H -2.06 -0.44 4.30
H -1.98 1.87 5.28
H -3.66 2.03 5.07
Br 0.76 1.67 1.10
C 0.60 -0.10 1.90
C -0.80 -0.68 1.64
Br -0.79 -2.60 2.18
H 0.74 -0.03 2.97
H 1.29 -0.84 1.51
H -1.05 -0.69 0.59
H -1.60 -0.14 2.15
```

Spin multiplicity: 1
Net charge: 0
Structure (SMILES): BrCCBr.BrCCBr.BrCCBr.BrCCBr
DFT total energy (eV): -568895.8095
Relative energy (zero: lowest compared OMol25 entry of this formula, charge and spin) (eV): 0.377
HOMO level (eV): -10.31

=====

# 7
Formula: C8H16CaF6N3O18S6
Source: the OMol25 dataset
Level of theory: ωB97M-V/def2-TZVPD

Geometry as XYZ:
```
58
Properties=species:S:1:pos:R:3
Ca -0.66 -0.47 -0.66
N -0.65 0.65 -2.58
S -1.73 0.68 -3.63
O -1.58 -0.12 -4.81
O -2.61 1.81 -3.64
F -2.76 -0.30 -2.76
S 0.43 1.64 -3.48
O -0.03 2.94 -3.90
O 1.34 0.95 -4.35
F 1.35 2.07 -2.24
N -2.00 0.25 0.92
S -2.22 -0.05 2.44
O -3.40 -0.84 2.71
O -1.74 0.87 3.44
F -1.00 -1.13 2.47
S -3.37 1.30 0.74
O -3.10 2.55 1.37
O -4.66 0.69 0.73
F -3.22 1.62 -0.84
N -0.72 -2.65 -1.01
S -0.14 -3.61 -2.06
O -0.96 -4.20 -3.07
O 1.00 -4.37 -1.58
F 0.61 -2.44 -2.91
S -1.40 -3.90 -0.04
O -0.51 -4.36 0.98
O -2.41 -4.77 -0.58
F -2.31 -2.84 0.73
C -1.78 5.13 -0.27
C -0.82 3.99 -0.41
O -0.20 3.65 0.86
C 0.27 2.45 1.01
O 0.24 1.52 0.24
O 0.83 2.40 2.22
C 1.55 1.25 2.54
H -2.18 5.38 -1.26
H -1.24 6.02 0.06
H -2.60 4.97 0.43
H 0.00 4.33 -1.05
H -1.25 3.08 -0.83
H 0.99 0.40 2.94
H 2.30 1.42 3.32
H 2.11 0.87 1.68
C 2.91 -2.83 3.70
C 2.14 -2.73 2.41
O 3.01 -2.10 1.43
C 2.50 -1.59 0.35
O 1.38 -1.13 0.27
O 3.46 -1.44 -0.55
C 3.09 -0.83 -1.78
H 3.18 -1.83 4.03
H 3.82 -3.42 3.61
H 2.33 -3.34 4.47
H 1.33 -2.02 2.60
H 1.86 -3.67 1.96
H 4.01 -0.64 -2.34
H 2.72 0.18 -1.60
H 2.47 -1.44 -2.42
```

Spin multiplicity: 1
Net charge: -1
DFT total energy (eV): -149638.5847
HOMO level (eV): -8.41

=====

# 8
Formula: C8H16CaO12S2
Source: the OMol25 dataset
Level of theory: ωB97M-V/def2-TZVPD

Geometry as XYZ:
```
39
Properties=species:S:1:pos:R:3
Ca 0.42 -0.60 -0.55
O 2.65 -0.43 -1.53
C 3.44 -0.20 -0.38
C 2.85 0.95 0.62
O 1.45 0.92 1.06
H 4.50 -0.14 -0.63
H 3.36 -1.14 0.16
H 3.02 1.89 0.09
H 3.54 1.06 1.45
O -1.19 -2.21 -1.32
C -2.25 -2.19 -0.38
C -2.60 -0.81 0.40
O -1.47 -0.12 0.99
H -1.94 -2.89 0.40
H -3.16 -2.58 -0.84
H -3.39 -1.04 1.11
H -3.04 -0.15 -0.34
C 0.32 4.73 -3.53
C -1.02 4.04 -3.94
O -0.66 2.71 -4.14
S 0.53 2.23 -3.09
O 1.61 1.66 -3.88
O 0.05 1.50 -1.91
O 0.91 3.78 -2.68
H 0.25 5.62 -2.91
H 0.97 4.98 -4.37
H -1.45 4.50 -4.83
H -1.71 4.12 -3.11
C -1.29 -2.06 3.90
C -1.19 -3.59 3.80
O -0.44 -3.70 2.66
S 0.77 -2.63 2.77
O 1.08 -2.12 1.43
O 1.79 -2.93 3.78
O -0.06 -1.50 3.55
H -1.68 -1.74 4.86
H -2.00 -1.79 3.11
H -2.14 -4.05 3.52
H -0.83 -4.08 4.70
```

Spin multiplicity: 2
Net charge: -1
DFT total energy (eV): -73230.7245
HOMO level (alpha / beta) (eV): -3.13 / -3.01

=====

# 9
Formula: C8H16Cl2IrN2O
Source: the OMol25 dataset
Level of theory: ωB97M-V/def2-TZVPD

Geometry as XYZ:
```
30
Properties=species:S:1:pos:R:3
Ir 0.62 -0.14 0.40
Cl 0.17 -2.36 0.58
Cl 1.45 1.90 1.15
C 2.32 -0.34 -0.73
H 3.07 0.25 -0.16
H 2.67 -1.30 -1.16
C -1.11 0.55 -0.13
C 1.22 0.27 -1.50
H -1.93 0.46 0.63
C 0.78 -0.60 -2.67
H 1.19 1.36 -1.72
C -0.44 -0.07 -3.36
H 1.64 -0.55 -3.35
H 0.69 -1.65 -2.35
C -1.67 -0.21 -2.47
H -0.28 0.98 -3.65
H -0.58 -0.61 -4.29
C -1.66 0.95 -1.43
H -2.59 -0.15 -3.06
H -1.74 -1.17 -1.96
H -1.14 1.83 -1.84
H -2.70 1.25 -1.19
N 0.01 1.07 4.40
C -0.01 -0.13 3.76
N 0.00 -1.18 4.60
O -0.12 -0.26 2.52
H 0.06 1.02 5.42
H 0.07 1.89 3.82
H -0.03 -2.09 4.15
H 0.05 -0.98 5.60
```

Spin multiplicity: 5
Net charge: -1
DFT total energy (eV): -41465.1960
Relative energy (zero: lowest compared OMol25 entry of this formula, charge and spin) (eV): 0.000
HOMO level (alpha / beta) (eV): -1.45 / -3.97

=====

# 10
Formula: C8H16F12Li5N6O28S14
Source: the OMol25 dataset
Level of theory: ωB97M-V/def2-TZVPD

Geometry as XYZ:
```
89
Properties=species:S:1:pos:R:3
Li 1.22 -0.70 3.66
Li -2.62 -2.38 0.46
Li 4.50 1.08 -0.67
Li 0.09 2.93 -0.88
Li -1.47 2.61 1.14
N 5.32 -0.09 -2.03
S 6.79 -0.57 -1.32
O 7.70 -1.20 -2.19
O 6.88 -0.73 0.09
F 7.25 0.97 -1.56
S 4.79 -1.58 -2.27
O 4.70 -2.57 -1.14
O 5.23 -1.94 -3.58
F 3.28 -1.12 -2.45
N 0.38 -2.40 3.75
S -1.06 -2.92 3.30
O -1.87 -3.57 4.32
O -1.39 -3.19 1.93
F -1.56 -1.41 3.50
S 1.19 -3.72 3.02
O 1.46 -3.58 1.57
O 0.88 -5.03 3.59
F 2.62 -3.47 3.75
N -2.78 -3.62 -0.99
S -1.65 -4.47 -1.64
O -0.48 -3.80 -2.22
O -2.06 -5.80 -2.05
F -1.18 -4.94 -0.16
S -3.18 -3.03 -2.55
O -3.64 -3.98 -3.59
O -2.46 -1.85 -2.99
F -4.62 -2.38 -2.21
N -0.58 4.26 0.37
S 0.42 5.20 1.03
O 0.20 5.60 2.39
O 1.16 6.05 0.15
F 1.53 3.95 1.18
S -1.55 5.58 0.03
O -1.37 6.18 -1.24
O -1.93 6.45 1.18
F -2.87 4.73 -0.13
N -3.31 0.53 -6.72
S -2.15 0.19 -5.90
O -1.71 -1.20 -5.77
O -1.80 1.09 -4.85
F -1.17 0.68 -7.12
S -4.27 -0.12 -5.42
O -4.72 0.73 -4.36
O -4.29 -1.56 -5.27
F -5.56 -0.11 -6.43
N -0.39 1.23 0.18
S -0.56 0.07 -1.11
O -1.13 -1.22 -0.66
O 0.58 0.06 -2.05
F -1.69 0.82 -1.99
S 0.88 0.44 0.70
O 2.12 0.36 -0.03
O 0.51 -0.60 1.59
F 1.10 1.67 1.73
C 6.66 -1.10 3.41
C 6.28 0.01 4.35
C 5.45 1.00 3.55
S 4.39 0.01 2.42
O 4.48 0.53 1.10
O 3.08 -0.17 3.10
C 5.42 -1.54 2.63
H 7.01 -1.96 3.98
H 7.41 -0.80 2.67
H 7.03 0.69 4.76
H 5.54 -0.34 5.08
H 5.90 1.72 2.87
H 4.72 1.60 4.08
H 5.75 -2.00 1.70
H 4.73 -2.20 3.16
C -6.12 2.36 -0.74
C -6.69 2.04 0.66
C -5.83 0.91 1.39
S -4.22 0.76 0.43
O -3.81 -0.63 0.53
O -3.41 1.83 0.88
C -5.02 1.30 -1.11
H -5.54 3.27 -0.62
H -6.91 2.44 -1.50
H -7.74 1.74 0.66
H -6.62 2.97 1.21
H -6.31 0.00 1.03
H -5.63 0.88 2.46
H -5.48 0.39 -1.50
H -4.24 1.67 -1.78
```

Spin multiplicity: 1
Net charge: -1
DFT total energy (eV): -260150.0392
HOMO level (eV): -6.68

=====

# 11
Formula: C8H16INO5S
Source: the OMol25 dataset
Level of theory: ωB97M-V/def2-TZVPD

Geometry as XYZ:
```
32
Properties=species:S:1:pos:R:3
C -0.81 3.31 -0.27
C -0.51 1.91 0.27
C -1.19 1.53 1.58
I -1.09 3.09 3.08
C -0.69 0.18 2.07
C -1.14 -0.31 3.45
O -0.05 -1.14 3.91
S 1.28 -0.36 3.51
O 2.36 -1.25 3.28
O 1.44 0.74 4.39
O 0.74 0.10 2.08
H -0.61 3.31 -1.34
H -1.85 3.59 -0.10
H -0.15 4.04 0.19
H 0.57 1.80 0.37
H -0.85 1.18 -0.47
H -2.25 1.43 1.39
H -1.05 -0.54 1.33
H -2.00 -0.98 3.42
H -1.33 0.48 4.17
C -0.24 -1.22 -2.11
O -0.81 -0.17 -2.35
N 0.66 -1.79 -2.92
C 1.32 -3.04 -2.59
C 0.99 -1.12 -4.17
H -0.42 -1.80 -1.19
H 2.40 -2.90 -2.52
H 1.11 -3.80 -3.34
H 0.96 -3.39 -1.63
H 1.38 -0.13 -3.98
H 0.10 -1.02 -4.79
H 1.74 -1.71 -4.70
```

Spin multiplicity: 1
Net charge: 0
DFT total energy (eV): -39218.3387
HOMO level (eV): -9.53

=====

# 12
Formula: C8H16KO10
Source: the OMol25 dataset
Level of theory: ωB97M-V/def2-TZVPD

Geometry as XYZ:
```
35
Properties=species:S:1:pos:R:3
K -0.32 0.10 -0.91
C -4.08 -3.12 -2.07
C -3.53 -1.71 -2.02
O -3.90 -0.84 -2.88
O -2.57 -1.44 -1.22
H -4.03 -3.43 -3.11
H -5.10 -3.20 -1.70
H -3.45 -3.80 -1.49
C 0.16 0.35 3.25
C -0.45 -0.82 2.44
O -0.09 -1.97 2.60
O -1.38 -0.60 1.64
H -0.57 0.99 3.74
H 0.69 1.03 2.58
H 0.89 -0.02 3.98
C 2.87 0.19 0.97
C 4.28 0.49 0.44
O 5.17 0.82 1.29
O 4.38 0.36 -0.80
H 2.13 -0.23 0.29
H 2.49 1.04 1.55
H 3.07 -0.50 1.79
C 0.92 3.94 1.09
C 0.28 3.19 -0.14
O 0.92 2.78 -1.15
O -0.99 2.89 -0.05
H 1.70 3.36 1.59
H 0.30 3.94 1.99
H 1.27 4.95 0.88
O -1.22 -0.05 -3.74
H -2.06 -0.49 -3.65
H -0.66 -0.69 -4.18
O 0.63 -2.40 -0.82
H 1.47 -2.66 -0.43
H 0.79 -2.45 -1.77
```

Spin multiplicity: 2
Net charge: -2
DFT total energy (eV): -45356.7383
HOMO level (alpha / beta) (eV): -2.17 / -2.17

=====

# 13
Formula: C8H16N
Source: the OMol25 dataset
Level of theory: ωB97M-V/def2-TZVPD

Geometry as XYZ:
```
25
Properties=species:S:1:pos:R:3
C 1.68 -2.89 1.45
C 2.45 -2.11 1.00
C -1.44 1.83 1.83
C -0.54 0.89 -2.31
C -0.67 -1.46 -1.27
C -1.24 1.13 0.54
C 0.04 -0.06 -1.25
C -0.09 0.54 0.11
N 1.12 0.63 0.92
H 1.00 -3.57 1.96
H -1.31 1.28 2.69
H 3.27 -1.51 0.70
H -0.60 2.56 1.84
H 0.25 1.14 -3.09
H -1.10 1.83 -2.00
H -1.32 0.45 -3.01
H -0.01 -2.15 -0.90
H -0.86 -1.80 -2.27
H -1.58 -1.48 -0.68
H -2.37 2.43 1.88
H -1.97 0.93 -0.21
H 1.08 -0.45 -1.43
H 0.73 0.97 1.88
H 2.00 1.15 0.54
H 1.51 -0.30 1.09
```

Spin multiplicity: 1
Net charge: +1
DFT total energy (eV): -10035.1962
Relative energy (zero: lowest compared OMol25 entry of this formula, charge and spin) (eV): 4.079
HOMO level (eV): -13.53